(1)
A molecular structure, C13H15Cl3GeMoN4O7S2 at a distorted geometry. Source: the OMol25 dataset; level of theory: ωB97M-V/def2-TZVPD.

Properties
- charge = +3
- DFT total energy (Eh) = -5570.99603
- 2S+1 = 4
- frontier orbital gap (spin up / spin down) (eV) = 6.2 / 6.1
- highest occupied orbital energy (spin up / spin down) (eV) = -17.3 / -17.6

```
46
Properties=species:S:1:pos:R:3:forces:R:3
Mo -1.350 -0.222 0.568 0.340 0.181 1.051
C 2.395 -2.502 2.922 0.196 -0.065 -0.158
N 1.388 -1.944 3.822 -0.130 0.161 -0.015
C 1.647 -1.616 5.132 -0.041 0.070 0.202
C 0.492 -1.169 5.681 0.204 -0.070 0.065
N -0.451 -1.227 4.690 0.122 0.072 -0.035
C 0.104 -1.680 3.554 -0.058 -0.049 -0.065
S -0.793 -2.101 2.114 -0.277 0.324 -0.357
H 3.045 -1.712 2.561 0.008 0.116 -0.004
H 1.918 -2.995 2.081 -0.099 -0.016 0.041
H 2.988 -3.225 3.475 -0.059 -0.038 0.007
H 2.623 -1.726 5.576 -0.002 -0.053 -0.079
H 0.286 -0.843 6.686 -0.083 0.032 -0.053
H -1.430 -1.022 4.810 -0.073 0.033 -0.046
O 2.341 0.510 1.311 -0.445 -0.154 -0.061
C 1.644 0.702 0.375 1.619 0.388 -0.006
O 0.278 0.350 0.470 1.651 0.724 -0.263
C 2.021 1.310 -0.917 -0.353 -0.038 -0.156
C 3.329 1.739 -1.141 0.113 0.025 0.151
C 3.622 2.350 -2.344 0.014 0.032 -0.053
C 2.676 2.557 -3.332 -0.047 0.086 -0.213
C 1.389 2.111 -3.079 0.246 0.024 0.249
C 1.059 1.487 -1.897 -0.127 -0.113 0.031
N 0.308 2.342 -4.037 0.482 0.150 -0.418
O 0.505 3.013 -5.005 -0.261 -0.232 0.396
O -0.786 1.790 -3.758 -0.138 0.180 -0.218
N 5.019 2.837 -2.583 -0.080 -0.097 0.033
O 5.815 2.601 -1.704 -0.136 0.107 -0.254
O 5.206 3.414 -3.628 0.029 -0.123 0.257
H 4.107 1.618 -0.399 0.019 0.008 0.003
H 2.942 3.047 -4.260 0.061 0.052 0.010
H 0.047 1.161 -1.755 -0.068 0.010 -0.015
Cl -2.399 4.986 -3.493 0.061 -0.306 0.087
Ge -2.789 2.923 -3.297 -0.525 0.222 -0.152
Cl -2.224 1.535 -0.906 0.005 -0.262 0.478
Cl -4.908 2.506 -3.117 0.476 0.070 -0.120
C -4.086 -3.348 0.371 -0.020 -0.111 0.223
S -4.443 -1.601 0.192 0.228 -0.380 -0.362
C -4.586 -1.490 -1.588 0.020 0.181 -0.082
O -2.982 -0.972 0.436 -2.823 -1.390 -0.292
H -4.864 -3.913 -0.147 -0.075 0.140 -0.011
H -4.109 -3.607 1.429 0.031 0.109 -0.001
H -3.112 -3.562 -0.066 -0.011 0.041 -0.081
H -5.395 -2.152 -1.903 -0.023 -0.034 0.156
H -3.644 -1.795 -2.042 -0.006 -0.079 0.024
H -4.842 -0.468 -1.860 0.036 0.071 0.104
```
Positions in Å, forces in eV/Å.

---

(2)
A molecular structure, C64H140AsF30N11O23S8 at a distorted geometry. Source: the OMol25 dataset; level of theory: ωB97M-V/def2-TZVPD.

Properties
- charge = +2
- DFT total energy (Eh) = -13271.88034
- frontier orbital gap (eV) = 9.7
- highest occupied orbital energy (eV) = -12.4

```
277
Properties=species:S:1:pos:R:3:forces:R:3
C -7.770 -6.839 -1.269 -2.199 -0.636 -2.091
C -7.859 -6.858 0.196 -0.346 2.860 1.457
N -9.236 -6.596 0.844 -0.303 -0.714 -2.478
C -10.057 -7.868 0.585 0.333 -0.839 0.217
C -9.127 -6.287 2.286 -1.123 0.097 0.136
C -8.250 -7.177 3.036 1.767 -0.932 1.360
C -10.053 -5.459 0.179 -0.515 -1.255 -0.661
C -9.621 -4.046 0.189 1.664 1.115 -0.311
O -8.600 -3.807 -0.790 0.100 -0.179 0.570
C -7.983 -2.553 -0.546 0.077 0.072 -0.406
H -7.627 -5.840 -1.656 -0.043 0.157 -0.102
H -8.699 -7.296 -1.809 1.495 0.733 0.987
H -6.953 -7.463 -1.566 0.579 -0.239 -0.176
H -7.240 -6.077 0.645 -0.030 0.150 -0.389
H -7.455 -7.719 0.606 0.194 -1.928 0.867
H -9.418 -8.826 0.693 -1.019 1.810 0.000
H -10.497 -7.843 -0.426 0.557 0.081 0.404
H -10.910 -7.872 1.276 0.375 -0.113 -0.025
H -10.160 -6.457 2.650 0.439 0.645 0.012
H -8.764 -5.269 2.421 -0.476 -0.115 -0.225
H -8.418 -8.232 2.919 -0.342 -0.522 -0.123
H -8.350 -6.952 4.081 -0.661 0.010 0.686
H -7.172 -7.033 2.993 0.153 0.289 -0.927
H -11.001 -5.459 0.745 0.177 -0.377 -0.500
H -10.192 -5.710 -0.909 -0.074 -0.178 1.209
H -9.180 -3.702 1.159 -1.128 -0.055 -0.589
H -10.506 -3.515 -0.215 0.122 0.160 0.996
H -8.646 -1.713 -0.738 -0.356 0.086 -0.200
H -7.125 -2.470 -1.194 0.201 -0.067 -0.362
H -7.624 -2.446 0.463 0.059 -0.233 0.544
C 5.917 1.380 2.718 -2.755 -1.086 -1.978
C 6.153 1.317 1.231 -1.163 -1.117 -0.632
N 7.006 0.159 0.851 1.181 -0.782 -0.052
C 6.315 -1.106 1.091 -3.266 0.222 -1.975
C 7.249 0.270 -0.634 1.821 0.749 0.300
C 8.118 -0.846 -1.223 -0.847 0.957 0.595
C 8.255 0.061 1.715 -0.393 2.147 0.015
C 9.036 1.431 1.740 -1.480 -1.494 0.056
O 10.099 1.270 0.861 0.541 0.749 0.090
C 10.596 2.561 0.493 1.944 -0.050 2.838
H 5.566 0.378 3.036 0.111 0.669 0.217
H 5.098 2.092 2.816 0.172 0.105 0.557
H 6.776 1.658 3.198 1.906 0.916 1.582
H 6.539 2.180 0.749 0.561 0.952 0.064
H 5.260 1.121 0.620 -0.238 0.174 0.645
H 6.745 -1.903 0.535 0.552 -0.469 -0.262
H 5.248 -0.991 0.690 1.428 -0.266 0.559
H 6.252 -1.378 2.091 0.038 -0.232 1.840
H 7.797 1.236 -0.722 -0.639 -0.509 -0.327
H 6.253 0.316 -1.086 0.340 0.017 -0.088
H 9.091 -1.022 -0.849 1.164 0.713 0.842
H 8.246 -0.636 -2.252 -0.177 -0.027 -1.197
H 7.655 -1.767 -1.046 -0.966 -1.487 -0.559
H 8.794 -0.807 1.386 0.591 -0.034 -0.152
H 7.838 -0.128 2.686 0.107 -0.252 0.490
H 9.275 1.722 2.825 0.100 -0.323 -1.518
H 8.353 2.182 1.288 0.361 -0.095 0.773
H 10.431 3.282 1.369 -0.138 -0.650 -1.449
H 10.207 2.889 -0.435 -0.490 0.472 -0.836
H 11.704 2.466 0.488 -0.680 0.101 -0.555
C -2.490 -7.393 4.418 -0.172 -1.439 -0.237
C -1.049 -7.282 4.863 0.929 -0.163 -0.198
N -0.202 -6.285 4.099 -0.855 -0.309 -1.371
C -0.169 -6.820 2.666 -1.357 0.031 0.523
C -0.870 -4.863 4.152 0.989 -2.169 -0.387
C -1.216 -4.528 5.583 -0.847 0.789 0.279
C 1.221 -6.186 4.640 -0.385 0.221 -1.288
C 2.133 -7.387 4.328 -1.536 0.413 0.872
O 1.422 -8.559 4.663 1.227 -0.477 0.029
C 2.323 -9.670 4.725 -0.981 -1.042 0.504
H -2.616 -7.908 3.445 0.183 -0.114 0.754
H -3.032 -6.502 4.258 -0.157 1.467 0.012
H -3.074 -7.886 5.217 0.451 -0.233 -0.464
H -0.421 -8.174 4.782 -1.012 -0.138 -0.070
H -0.961 -7.022 5.892 -0.155 0.428 0.877
H -1.118 -6.551 2.161 0.546 -0.224 0.437
H -0.071 -7.901 2.740 -0.011 0.093 -0.072
H 0.633 -6.401 2.118 0.696 0.454 -0.261
H -1.758 -4.916 3.494 0.554 0.143 0.372
H -0.050 -4.308 3.683 -0.615 0.703 0.253
H -1.614 -3.496 5.482 0.384 -0.357 0.651
H -0.377 -4.586 6.304 -0.340 0.369 -0.556
H -2.053 -5.130 6.021 0.689 0.421 -0.715
H 1.054 -6.078 5.691 0.471 0.177 0.710
H 1.627 -5.266 4.162 -0.028 -0.627 0.598
H 3.015 -7.299 4.956 0.342 0.195 -0.005
H 2.393 -7.462 3.295 0.444 0.344 -0.802
H 2.890 -9.636 5.695 -0.355 -0.130 -0.917
H 3.020 -9.720 3.856 -0.501 0.125 0.528
H 1.614 -10.554 4.712 1.246 0.739 0.078
C 1.858 -2.146 -7.910 0.982 0.798 -1.100
C 0.647 -2.460 -7.051 1.813 -1.764 -0.342
N 0.020 -1.360 -6.372 -2.058 1.352 -0.570
C 0.875 -0.813 -5.305 -1.119 0.828 0.555
C -0.362 -0.267 -7.381 -0.783 0.300 -0.727
C -1.320 -0.783 -8.487 1.243 -1.146 -0.366
C -1.263 -1.861 -5.696 0.280 -1.017 0.754
C -1.097 -3.172 -4.908 0.391 1.514 -0.576
O -0.542 -2.875 -3.629 -0.841 -0.290 -2.022
C -0.234 -4.094 -3.093 0.968 -2.506 3.014
H 2.772 -1.702 -7.434 -1.036 -0.478 0.145
H 1.570 -1.421 -8.687 0.154 -0.288 0.108
H 2.226 -3.030 -8.481 -0.528 0.380 0.686
H 0.944 -3.155 -6.270 0.199 -0.041 -0.137
H -0.096 -2.963 -7.654 -0.209 -0.098 -0.143
H 1.064 -1.654 -4.668 0.798 -0.012 0.271
H 0.254 -0.098 -4.719 0.552 -0.306 -0.501
H 1.704 -0.289 -5.744 0.524 -0.147 0.106
H 0.539 0.147 -7.877 -0.338 -0.300 0.852
H -0.877 0.521 -6.805 0.402 -0.236 -0.146
H -2.205 -1.181 -8.043 -0.928 0.261 0.062
H -0.920 -1.669 -9.055 0.051 0.943 0.463
H -1.553 -0.042 -9.255 0.023 0.159 0.500
H -2.033 -2.066 -6.417 -0.071 0.325 -0.467
H -1.570 -1.105 -4.984 -0.204 0.351 -0.213
H -0.484 -3.861 -5.480 0.321 -0.250 0.246
H -2.037 -3.707 -4.837 -0.588 0.258 0.350
H -1.092 -4.864 -3.067 1.001 1.317 -0.060
H 0.120 -3.887 -2.059 -0.585 -0.327 -0.274
H 0.663 -4.622 -3.491 -0.547 0.495 -0.596
C 3.195 10.740 3.991 -0.406 -0.131 -0.670
C 2.915 9.581 3.057 -1.157 -0.479 -0.979
N 2.585 9.913 1.540 -1.138 0.500 1.562
C 1.375 10.847 1.516 0.294 -1.352 0.279
C 3.699 10.692 0.900 -0.360 0.204 -0.280
C 4.962 9.929 0.929 2.507 0.017 -0.782
C 2.222 8.546 0.875 -0.641 0.242 0.172
C 2.364 8.484 -0.630 0.700 0.365 -0.263
O 1.370 9.329 -1.210 -0.707 -1.042 -0.964
C 0.879 8.787 -2.492 -1.070 -0.240 1.329
H 4.134 11.182 3.654 0.002 0.190 0.754
H 3.171 10.356 5.003 0.891 -0.359 0.166
H 2.427 11.483 4.090 -0.453 0.570 -0.589
H 2.048 8.928 3.350 0.945 0.633 -0.089
H 3.824 9.005 2.999 -0.183 -0.564 0.027
H 1.654 11.734 2.080 -0.323 -0.044 -0.137
H 0.511 10.299 1.938 0.539 0.491 0.012
H 1.173 11.035 0.477 -0.131 0.320 -0.346
H 3.845 11.671 1.409 -0.465 -0.747 -0.033
H 3.357 10.931 -0.101 -0.041 -0.081 -0.234
H 5.760 10.418 0.295 -0.909 -0.030 0.825
H 4.960 8.932 0.474 -0.487 -0.023 0.510
H 5.343 9.906 1.957 0.179 -0.329 -0.343
H 1.131 8.339 1.083 1.153 0.484 0.125
H 2.817 7.765 1.352 -0.001 0.453 -0.100
H 2.250 7.416 -0.914 -0.105 0.621 0.126
H 3.392 8.802 -0.967 -0.987 -0.354 0.218
H 0.201 9.540 -2.937 0.256 -0.449 0.487
H 0.334 7.754 -2.397 1.085 1.879 0.090
H 1.728 8.712 -3.122 0.743 -0.436 -0.842
C -0.432 -1.712 1.587 -0.390 1.264 -0.501
C -0.344 -1.626 0.090 0.685 0.651 -1.019
N -0.392 -0.189 -0.429 0.112 1.245 0.831
C -0.571 -0.280 -1.886 -0.506 0.892 0.169
C -1.413 0.696 0.289 -0.647 -0.862 0.180
C -2.917 0.338 0.199 1.557 -0.795 0.884
C 0.938 0.514 -0.169 0.732 -0.893 -0.386
C 1.023 2.031 -0.310 1.308 -0.364 -1.337
O 0.404 2.782 0.669 0.004 0.481 1.963
C 1.044 2.771 1.986 -2.391 -0.202 -0.663
H -1.426 -1.753 2.019 -0.354 0.112 -0.321
H 0.094 -0.881 2.024 0.310 0.176 0.423
H 0.058 -2.571 1.878 1.140 -1.963 0.753
H -1.166 -2.124 -0.399 -0.208 -0.176 -0.144
H 0.613 -1.998 -0.399 -0.996 0.149 1.136
H -0.025 -1.129 -2.239 0.206 -0.351 -0.274
H -0.172 0.628 -2.327 -0.175 0.100 -0.243
H -1.632 -0.362 -2.059 -0.212 -0.157 -0.440
H -1.271 1.721 0.008 0.187 0.190 -0.573
H -1.104 0.670 1.335 -0.013 -0.107 -0.086
H -3.311 0.848 1.121 -0.275 -0.442 -1.228
H -3.018 -0.760 0.343 -0.340 0.655 -0.168
H -3.310 0.658 -0.770 -0.348 -0.062 0.409
H 1.690 -0.016 -0.800 -0.573 0.603 0.218
H 1.213 0.260 0.831 0.205 -0.214 0.865
H 0.648 2.392 -1.274 -0.057 -0.108 0.074
H 2.115 2.260 -0.342 -0.554 -0.241 -0.006
H 0.568 2.059 2.683 -0.262 0.098 -0.331
H 0.891 3.766 2.371 0.344 0.284 0.201
H 2.040 2.463 1.951 1.882 -0.015 -0.369
C -6.884 5.512 -0.143 -0.792 -1.168 1.038
C -5.527 4.998 0.297 -0.158 -0.432 -0.299
N -4.875 4.195 -0.830 0.593 0.748 -0.176
C -5.787 3.152 -1.394 0.216 -1.495 2.001
C -4.505 4.979 -2.090 1.763 -1.808 0.115
C -3.396 5.994 -2.058 -0.734 0.882 -0.273
C -3.644 3.566 -0.246 -2.549 -3.756 -0.717
C -2.908 4.238 0.839 0.545 1.126 0.424
O -3.533 3.842 2.016 -1.187 -0.334 0.856
C -2.853 3.831 3.245 0.023 2.278 0.476
H -7.607 4.699 -0.453 0.649 0.961 0.840
H -6.724 6.094 -1.001 0.001 1.070 -1.192
H -7.290 6.180 0.640 -0.026 -0.589 -0.431
H -5.494 4.301 1.185 -0.272 1.038 -0.942
H -4.874 5.877 0.451 -0.237 -0.641 0.177
H -5.251 2.385 -1.978 -0.002 0.677 0.265
H -6.525 3.621 -1.978 -0.718 0.531 -0.914
H -6.317 2.661 -0.551 0.426 0.196 -0.369
H -5.438 5.318 -2.409 -1.197 1.188 -0.815
H -4.194 4.181 -2.821 -0.431 0.884 0.870
H -3.348 6.319 -3.093 0.326 -0.037 -0.258
H -2.412 5.699 -1.758 0.448 -0.839 0.058
H -3.596 6.907 -1.524 -0.471 0.347 0.540
H -3.122 3.206 -1.107 1.093 0.309 -0.456
H -4.110 2.549 0.131 1.249 2.121 -0.041
H -2.893 5.340 0.766 -0.127 -0.205 -0.161
H -1.868 3.969 0.788 0.680 -0.541 0.041
H -2.237 4.799 3.395 -1.139 -1.322 0.060
H -2.183 3.031 3.250 1.411 -1.403 0.105
H -3.593 3.639 4.063 0.579 0.579 -0.788
As -2.644 2.427 -4.470 1.469 1.899 -1.457
F -4.268 2.369 -3.937 -0.863 -0.383 1.105
F -3.234 2.048 -6.032 -0.062 0.058 -0.590
F -1.027 2.492 -5.152 -0.449 0.091 0.254
F -1.936 2.753 -2.906 -0.423 0.013 0.482
F -2.440 0.782 -4.141 0.092 -1.784 0.433
F -2.906 4.150 -4.637 0.407 -0.321 -0.272
C -5.319 -2.311 2.819 1.350 -0.717 -1.003
F -4.029 -2.302 3.195 0.247 -0.212 -0.384
F -5.968 -1.693 3.730 -1.567 0.666 1.621
F -5.444 -1.632 1.684 0.118 0.396 -0.654
S -5.880 -4.042 2.535 -0.286 -0.308 1.270
O -5.403 -4.759 3.699 -0.395 0.184 -0.803
O -7.321 -3.905 2.369 1.102 0.031 -0.003
N -5.164 -4.379 1.184 -0.884 0.056 0.104
S -4.257 -5.616 0.887 3.087 0.922 1.435
O -3.237 -5.865 1.916 -1.521 0.086 -1.157
O -4.874 -6.719 0.251 -0.956 -0.993 -0.177
C -3.279 -4.854 -0.460 0.947 -0.384 0.712
F -2.352 -5.756 -0.841 -0.579 0.271 -0.275
F -4.045 -4.496 -1.466 0.005 0.079 -0.566
F -2.593 -3.787 -0.015 -0.340 0.078 -0.086
C 6.488 5.751 1.840 0.864 0.523 -0.999
F 7.053 6.965 1.513 -0.957 -1.292 0.622
F 6.988 4.876 0.900 -0.826 0.661 1.350
F 6.882 5.395 3.067 0.210 0.121 -0.832
S 4.606 5.783 1.923 0.578 0.236 0.435
O 4.289 4.518 2.484 -0.151 -1.263 -0.139
O 4.345 6.886 2.811 0.136 0.532 -0.773
N 4.063 6.056 0.470 0.623 0.076 1.182
S 3.719 4.896 -0.544 -1.490 -0.512 -2.047
O 4.250 3.576 -0.299 -0.264 0.715 0.321
O 2.316 5.036 -0.955 1.799 -0.237 0.618
C 4.711 5.543 -2.003 -2.163 1.291 -1.341
F 4.181 5.135 -3.199 0.854 -0.100 1.567
F 4.560 6.922 -2.044 0.490 -1.174 0.219
F 5.967 5.243 -1.896 0.576 -0.151 -0.139
C 4.495 1.757 -5.387 -1.513 -0.105 -0.520
F 4.204 3.029 -5.695 -0.062 -0.652 0.188
F 3.556 0.941 -6.008 0.923 0.793 0.413
F 5.688 1.478 -5.874 -0.196 -0.271 0.055
S 4.461 1.516 -3.542 0.428 1.193 0.329
O 5.609 2.384 -3.306 -0.804 -1.515 0.575
O 3.214 1.863 -2.883 0.528 -0.018 -0.915
N 4.683 -0.059 -3.476 -0.090 0.081 0.261
S 3.717 -0.988 -2.616 1.323 -1.234 -1.338
O 4.030 -0.976 -1.226 0.332 0.123 0.784
O 2.324 -1.073 -2.949 -0.340 0.532 -0.127
C 4.302 -2.663 -3.377 -0.684 -0.272 -0.782
F 3.470 -3.643 -2.978 -0.019 0.521 0.244
F 4.153 -2.596 -4.737 0.209 0.270 0.931
F 5.530 -3.088 -3.117 0.073 0.688 0.160
C 4.005 -5.071 1.000 0.290 -0.653 -2.817
F 4.159 -5.931 1.964 0.441 -0.562 0.485
F 5.107 -4.343 0.793 -0.152 -0.699 0.130
F 3.707 -5.798 -0.203 0.784 1.578 2.491
S 2.633 -3.973 1.323 -3.990 0.439 -2.731
O 2.693 -2.948 0.297 0.465 -0.809 0.829
O 1.487 -4.888 1.243 1.324 0.719 -0.053
N 2.630 -3.446 2.752 0.414 -0.071 1.873
S 3.275 -2.160 3.365 2.713 0.287 1.891
O 4.705 -2.303 3.674 -1.490 0.138 -0.910
O 2.830 -0.936 2.776 -0.335 0.357 -0.228
C 2.602 -2.218 5.139 0.407 -0.029 -1.689
F 2.999 -1.171 5.832 0.441 0.157 0.049
F 1.291 -2.202 5.098 -1.455 -0.165 0.114
F 3.012 -3.337 5.707 0.124 -0.321 0.422
```
Positions in Å, forces in eV/Å.